1.
Entry from OMol25: a cluster of 2 separate species, C9H14 in total in a non-equilibrium geometry (ωB97M-V with the def2-TZVPD basis set).

Last column: Löwdin charge in e.
Atoms and positions in Å:
1 C 1.821549 1.339121 2.049515  -0.06
2 C 0.587528 0.758660 1.429999  -0.29
3 C 0.484218 -0.516599 0.878952  -0.05
4 C -0.652604 -1.021386 0.256289  -0.12
5 C -1.742867 -0.175500 0.211116  -0.11
6 C -1.684796 1.108246 0.698535  -0.10
7 C -0.530728 1.597216 1.312482  -0.05
8 H 2.455884 0.433350 2.192353  0.07
9 H 1.638819 1.749250 3.045505  0.08
10 H 2.545034 1.807703 1.370403  0.09
11 H 1.359607 -1.187315 0.960211  0.12
12 H -0.701705 -2.088328 0.087471  0.10
13 H -2.707830 -0.385148 -0.277057  0.11
14 H -2.506634 1.817803 0.712504  0.10
15 H -0.555078 2.650646 1.544903  0.11
16 C 1.001448 -0.774663 -3.026809  -0.15
17 C -0.039650 -1.819625 -2.581085  -0.18
18 H 0.520448 0.195236 -3.123950  0.06
19 H 1.834994 -0.743213 -2.319483  0.06
20 H 1.429165 -1.115049 -3.987917  0.06
21 H 0.333402 -2.575414 -1.884256  0.06
22 H -0.566645 -2.205309 -3.473700  0.07
23 H -0.876173 -1.435053 -2.005873  0.02

Atomic forces in eV per Å
C 1.52 -2.88 0.00
C -0.96 1.66 -0.77
C 1.24 -0.78 0.34
C 0.08 0.48 1.69
C -1.79 0.15 -0.99
C 0.84 1.05 0.97
C -0.34 -0.92 -0.87
H -0.24 0.29 0.68
H 0.24 0.50 -0.50
H -0.86 1.05 0.16
H -0.46 0.40 0.04
H -0.08 0.20 -0.52
H 0.59 -0.66 0.27
H -0.28 -0.46 -0.50
H 0.44 0.04 0.56
C -0.04 -1.03 0.10
C -0.88 0.11 -0.41
H 0.28 0.13 -0.13
H -0.19 0.34 -0.02
H -0.18 0.46 0.35
H 0.30 -0.32 -0.76
H 0.60 -0.49 0.41
H 0.16 0.69 -0.12

Computed properties:
LUMO in eV: 1.00
Total charge: 0
Calculated total energy in Eh: -351.29121
Kohn-Sham gap in eV: 10.05
SMILES: Cc1ccccc1.CC

2.
Entry from OMol25: a cluster of 3 separate species, C44H66BrClF2N6O8P2Si in total in a non-equilibrium geometry (ωB97M-V with the def2-TZVPD basis set).

Last column: Löwdin charge in e.
Atoms and positions in Å:
1 C -7.658795 1.803962 -1.547281  -0.17
2 Si -5.918173 2.518597 -1.852927  0.60
3 C -6.099082 4.072546 -2.916123  -0.17
4 C -4.937651 1.130570 -2.701194  -0.22
5 C -3.427951 1.073305 -2.336439  -0.13
6 C -2.507014 1.888225 -3.267779  -0.43
7 F -3.339131 2.678313 -4.048642  0.03
8 F -1.825790 1.119372 -4.166368  0.09
9 C -1.569964 2.869577 -2.534243  -0.04
10 C -1.526193 4.164596 -3.006666  0.01
11 C -0.757812 5.154256 -2.399508  0.02
12 C -0.022066 4.806719 -1.295417  -0.08
13 C -0.022791 3.492635 -0.831716  -0.03
14 C -0.778266 2.491023 -1.420269  -0.06
15 C -0.718500 1.082068 -0.857795  -0.10
16 C -0.103154 0.042688 -1.866194  -0.05
17 C 0.180655 -1.248608 -1.066365  -0.48
18 O 1.179859 -1.905777 -1.215394  0.11
19 O -0.728448 -1.656326 -0.115762  0.09
20 C 0.845487 3.263342 0.394275  -0.25
21 O 1.598289 2.325193 0.537084  0.14
22 C 0.725543 4.367538 1.432072  -0.08
23 C 0.620942 4.038572 2.758585  0.05
24 C 0.502835 5.083895 3.681877  -0.23
25 C 0.339361 4.664613 5.142860  -0.15
26 C -1.153716 4.396348 5.438651  -0.16
27 C -1.669824 3.031383 4.924113  -0.11
28 C -0.837711 1.820536 5.311859  -0.48
29 O -0.696858 0.921152 4.510159  0.09
30 O -0.279388 1.700044 6.570047  0.08
31 C 0.536407 6.386336 3.236492  -0.57
32 Br 0.424811 7.827823 4.504829  0.78
33 C 0.646428 6.724142 1.880865  -0.60
34 Cl 0.674041 8.365821 1.328427  0.73
35 C 0.725439 5.682495 0.974895  -0.10
36 C 0.802731 5.846129 -0.544395  -0.27
37 O 1.460214 6.699497 -1.093126  0.11
38 C -5.243725 3.004943 -0.157999  -0.24
39 C -5.160206 4.347641 0.213591  -0.10
40 C -4.665076 4.750569 1.438718  -0.09
41 C -4.223186 3.838630 2.380048  -0.09
42 C -4.297209 2.493347 2.028117  -0.09
43 C -4.801087 2.092906 0.808971  -0.11
44 H -8.340977 2.622919 -1.285873  0.03
45 H -7.601878 1.137242 -0.673271  0.03
46 H -7.983238 1.244384 -2.434446  0.03
47 H -6.699878 3.788931 -3.792112  0.04
48 H -5.136858 4.494054 -3.233731  0.03
49 H -6.644360 4.808185 -2.307405  0.03
50 H -5.132185 1.113347 -3.782625  0.09
51 H -5.376888 0.187645 -2.328201  0.08
52 H -3.306594 1.473937 -1.327561  0.08
53 H -3.113121 0.020858 -2.406506  0.12
54 H -2.095062 4.482573 -3.876292  0.13
55 H -0.768988 6.163441 -2.803382  0.13
56 H -0.092286 1.007785 0.035501  0.11
57 H -1.694804 0.684770 -0.564244  0.09
58 H -0.830416 -0.253966 -2.630719  0.11
59 H 0.837547 0.412719 -2.279624  0.14
60 H -1.614160 -1.352228 -0.354427  0.10
61 H 0.606773 2.989286 3.049973  0.13
62 H 0.936373 3.757708 5.279759  0.11
63 H 0.649286 5.506258 5.768832  0.07
64 H -1.348894 4.424417 6.521210  0.12
65 H -1.816936 5.164151 5.010566  0.12
66 H -2.663231 2.879963 5.386923  0.14
67 H -1.854775 3.006463 3.845003  0.10
68 H 0.678719 1.724038 6.433781  0.12
69 H -5.457237 5.136800 -0.475714  0.09
70 H -4.602935 5.807638 1.704426  0.11
71 H -3.807564 4.128786 3.340834  0.09
72 H -3.931292 1.767622 2.756147  0.11
73 H -4.811836 1.019851 0.601372  0.11
74 C 3.413918 -3.638428 3.153373  -0.13
75 N 3.389618 -3.832708 4.585076  -0.31
76 C 4.585459 -4.545540 5.024676  -0.14
77 P 2.016958 -3.987218 5.625777  0.74
78 O 2.624153 -3.244314 6.802368  -0.30
79 N 0.769876 -2.804536 5.314831  -0.33
80 C 0.953260 -1.753894 4.324945  -0.14
81 C 0.231084 -2.182759 6.525207  -0.15
82 N 1.195539 -5.098026 4.593998  -0.32
83 C 1.709404 -6.466097 4.599477  -0.14
84 C 0.227146 -4.847816 3.549027  -0.11
85 H 3.263553 -4.571213 2.587255  0.08
86 H 4.383199 -3.232311 2.853725  0.08
87 H 2.687984 -2.908180 2.809917  0.05
88 H 4.520295 -5.620386 4.804726  0.07
89 H 4.733726 -4.430787 6.099280  0.07
90 H 5.482206 -4.152108 4.541105  0.08
91 H 1.890126 -1.198654 4.481215  0.09
92 H 0.132121 -1.040656 4.355980  0.04
93 H 0.931502 -2.146377 3.306608  0.06
94 H 0.881830 -1.387262 6.908193  0.07
95 H 0.098867 -2.921082 7.316549  0.07
96 H -0.751755 -1.750668 6.321107  0.08
97 H 2.399975 -6.641876 3.765607  0.08
98 H 0.900427 -7.197285 4.537744  0.08
99 H 2.243823 -6.674485 5.528681  0.07
100 H 0.685669 -4.406582 2.659948  0.08
101 H -0.587227 -4.210807 3.887798  0.08
102 H -0.244897 -5.781776 3.230806  0.08
103 C 4.695005 -4.831844 -4.378124  -0.13
104 N 3.743085 -5.111507 -5.427435  -0.31
105 C 4.056283 -6.380934 -6.077321  -0.14
106 P 2.850022 -3.990649 -6.395014  0.74
107 O 1.583993 -4.823143 -6.476732  -0.30
108 N 2.130706 -2.693249 -5.472370  -0.33
109 C 2.226739 -2.651796 -4.019181  -0.14
110 C 0.739395 -2.415841 -5.832602  -0.15
111 N 4.210864 -2.981715 -6.718297  -0.32
112 C 5.165045 -3.499859 -7.696569  -0.13
113 C 4.683967 -1.812809 -6.011761  -0.12
114 H 5.696634 -4.575617 -4.759145  0.08
115 H 4.808215 -5.711727 -3.740102  0.09
116 H 4.370083 -4.041971 -3.707875  0.05
117 H 4.902370 -6.282633 -6.771830  0.07
118 H 3.199317 -6.750717 -6.641770  0.07
119 H 4.304303 -7.151441 -5.344227  0.08
120 H 1.898049 -3.591343 -3.556708  0.10
121 H 1.615974 -1.847321 -3.614139  0.05
122 H 3.237769 -2.418342 -3.683379  0.06
123 H 0.041799 -3.124405 -5.369791  0.08
124 H 0.599849 -2.461423 -6.912731  0.07
125 H 0.462641 -1.406104 -5.515794  0.07
126 H 6.010968 -4.000921 -7.210178  0.08
127 H 5.555537 -2.703988 -8.334493  0.08
128 H 4.684153 -4.220442 -8.361248  0.07
129 H 5.139025 -2.069095 -5.050968  0.07
130 H 3.894308 -1.081482 -5.852482  0.08
131 H 5.449485 -1.294061 -6.595854  0.08

Atomic forces in eV per Å
C 0.74 0.24 0.16
Si -0.85 0.01 -0.24
C 0.11 -0.43 0.39
C 0.14 -0.30 0.46
C -0.22 -0.28 -0.78
C -0.73 1.12 0.44
F 0.24 -0.23 -0.12
F -0.04 -0.09 0.25
C 0.14 -0.83 0.00
C 0.02 0.85 -0.34
C -0.15 -0.18 -0.33
C 0.56 0.73 0.46
C 0.55 -0.08 0.87
C -0.34 -0.30 -0.23
C 0.35 -0.81 -0.64
C -0.71 -0.49 1.56
C 1.07 -0.48 -0.27
O -0.68 0.62 0.29
O 0.07 0.17 -0.79
C 0.00 0.18 -0.15
O -0.47 0.35 0.10
C 0.06 -0.81 -0.91
C 0.02 0.52 -0.05
C 0.15 -1.38 0.78
C -0.81 0.99 -0.81
C -0.37 -0.62 0.29
C -0.40 0.35 1.03
C 0.02 -1.33 -1.31
O -0.02 0.98 0.59
O -0.38 1.25 -0.55
C -0.09 1.28 0.24
Br -0.04 -0.45 -0.29
C 0.12 -0.04 0.02
Cl -0.06 -0.37 0.25
C 0.02 -0.01 -0.98
C 0.03 0.06 0.25
O -0.58 -0.46 0.18
C 0.38 0.09 0.20
C -0.06 0.39 -0.52
C 0.25 0.82 0.87
C -0.09 -0.56 -0.59
C 0.39 -0.01 1.00
C 0.00 -0.61 -0.44
H -0.05 -0.28 -0.24
H -0.12 0.02 -0.33
H -0.21 0.18 0.30
H 0.17 0.28 0.15
H -0.29 -0.07 0.02
H 0.05 -0.06 -0.40
H 0.19 0.13 0.27
H 0.07 0.30 -0.03
H 0.05 -0.33 -0.13
H 0.15 0.33 0.30
H -0.03 -0.39 0.19
H 0.15 -0.15 0.19
H -0.21 0.42 -0.23
H 0.06 0.49 -0.04
H 0.37 0.34 -0.15
H -0.23 -0.26 -0.10
H 0.07 0.16 0.20
H 0.10 0.24 0.07
H 0.02 0.33 0.33
H 0.31 -0.52 0.11
H 0.32 0.01 -0.24
H 0.45 -0.01 0.02
H 0.26 -0.03 -0.12
H 0.40 -0.13 0.21
H -0.02 -0.49 0.26
H -0.01 -0.22 0.04
H -0.12 -0.18 -0.32
H -0.16 0.12 -0.18
H -0.15 -0.07 -0.31
H -0.10 0.20 -0.02
C -0.54 -0.51 -0.34
N 0.88 -0.04 0.42
C -0.01 0.11 0.47
P -0.25 5.74 -4.40
O -0.45 -3.61 1.59
N -0.58 0.32 -0.06
C 0.19 -0.28 -0.47
C 0.10 -0.25 0.23
N 0.64 -1.88 2.25
C 0.34 0.07 -0.14
C -0.86 0.29 0.12
H 0.01 0.03 -0.09
H 0.08 -0.10 0.20
H -0.16 -0.11 0.11
H 0.17 -0.01 -0.10
H -0.14 0.02 0.00
H -0.10 0.05 -0.11
H 0.00 0.05 -0.09
H 0.07 -0.19 0.29
H 0.19 -0.07 0.00
H -0.01 -0.03 0.08
H 0.07 0.05 0.01
H 0.04 -0.01 -0.21
H -0.04 -0.07 -0.03
H -0.04 0.07 -0.01
H 0.06 0.03 -0.03
H 0.07 0.09 0.05
H 0.20 0.16 0.01
H 0.23 -0.15 0.18
C 0.50 0.60 -0.25
N -0.14 -0.94 -0.17
C -0.42 -0.10 -0.21
P -0.45 1.23 7.12
O 1.06 0.07 -3.84
N -0.24 0.63 0.22
C 0.46 -0.21 -0.04
C -0.02 -0.18 -0.30
N -0.38 -1.12 -2.75
C 0.11 -0.30 0.19
C -0.42 0.82 0.02
H 0.05 0.01 0.07
H -0.08 -0.12 -0.19
H -0.05 0.13 -0.18
H 0.11 -0.14 0.08
H -0.03 0.14 0.00
H 0.03 0.12 0.10
H 0.01 0.05 0.13
H -0.13 -0.02 -0.21
H 0.05 -0.12 0.00
H -0.03 -0.01 -0.08
H -0.04 -0.06 0.04
H 0.18 0.02 0.09
H 0.06 0.05 -0.05
H -0.05 0.04 0.05
H 0.02 -0.05 0.05
H -0.08 -0.08 0.04
H -0.08 -0.19 0.15
H 0.00 -0.26 -0.19

Computed properties:
LUMO in eV: -0.92
Total charge: 0
Calculated total energy in Eh: -6852.72738
Kohn-Sham gap in eV: 6.91
SMILES: C[Si](C)(CCC(F)(F)c1ccc2c(c1CCC(=O)O)C(=O)c1cc(CCCC(=O)O)c(Br)c(Cl)c1C2=O)c1ccccc1.CN(C)P(=O)(N(C)C)N(C)C.CN(C)P(=O)(N(C)C)N(C)C

3.
Entry from OMol25: a structure of composition C5H10O (ωB97M-V with the def2-TZVPD basis set).

Last column: Löwdin charge in e.
Atoms and positions in Å:
1 C 0.070182 1.103222 -1.558974  0.03
2 C -0.714190 0.066777 0.171499  -0.07
3 C -0.762314 -1.418129 -0.006938  -0.22
4 C 0.697386 -1.323357 0.436081  -0.17
5 C 0.405754 -0.067997 1.189058  -0.46
6 O 1.393017 0.953420 1.192117  -0.03
7 H 0.016287 2.069645 -1.063924  0.07
8 H 1.023201 1.008868 -2.093392  0.09
9 H -0.773102 0.892014 -2.214107  0.07
10 H -1.509719 0.813292 0.074925  0.13
11 H -1.543617 -1.796242 0.698680  0.11
12 H -1.034483 -1.795102 -1.005186  0.10
13 H 1.236521 -2.162701 0.880165  0.05
14 H 0.352326 0.210809 -0.855283  0.05
15 H -0.063708 -0.100164 2.208559  0.15
16 H 1.196297 1.560614 1.917830  0.09

Atomic forces in eV per Å
C -0.11 0.14 -0.05
C -0.57 0.40 -0.03
C -0.03 0.09 -0.27
C 0.35 -0.49 0.25
C -0.08 -0.01 -0.22
O -0.03 0.17 0.21
H 0.00 -0.16 -0.08
H -0.13 -0.03 0.09
H 0.11 0.03 0.13
H 0.15 -0.15 0.04
H 0.13 0.09 -0.05
H 0.06 0.06 0.20
H -0.11 0.15 -0.05
H 0.09 -0.17 0.08
H 0.04 -0.04 -0.17
H 0.10 -0.07 -0.10

Computed properties:
LUMO (alpha / beta) in eV: -0.19 / -0.19
Total charge: 0
Calculated total energy in Eh: -271.49351
Kohn-Sham gap (alpha / beta) in eV: 6.06 / 6.06